Here is a molecular structure, C31H35MnN7O6 in a non-equilibrium geometry from the OMol25 dataset. Energies are from ωB97M-V/def2-TZVPD.

Element x y z (Å)
Mn: 0.12854 -1.35529 0.36653
O: 4.21602 0.45830 -0.10024
C: 3.16785 -0.28568 0.15445
O: 2.02288 0.01108 -0.20287
C: 3.40367 -1.52444 0.90741
C: 4.61597 -1.92312 1.46640
C: 4.65383 -3.12958 2.14536
C: 3.51073 -3.92806 2.19450
C: 2.34483 -3.45876 1.59301
N: 2.28782 -2.26217 1.00146
C: 1.04343 -4.20169 1.45773
O: 0.97174 -5.46436 1.82045
O: 0.08453 -3.64179 0.96455
H: 3.99601 1.24449 -0.62938
H: 5.48912 -1.30066 1.36266
H: 5.56643 -3.46503 2.61087
H: 3.55325 -4.88207 2.70391
H: 1.79736 -5.86646 2.13198
C: -3.36098 -2.31183 -7.33533
C: -2.64978 -2.37356 -6.03286
C: -2.99474 -1.54223 -4.96632
C: -2.33764 -1.59560 -3.75524
C: -2.76051 -0.69124 -2.64702
C: -1.29257 -2.54794 -3.56571
C: -0.66191 -2.71994 -2.29862
O: -0.69398 -1.95729 -1.31544
C: -0.91676 -3.38518 -4.65716
C: 0.20925 -4.36981 -4.61190
C: -1.59868 -3.27291 -5.85079
H: -4.10355 -1.51944 -7.35765
H: -3.85832 -3.26271 -7.52978
H: -2.65338 -2.15836 -8.14989
H: -3.80146 -0.83624 -5.09424
H: -3.62298 -0.10158 -2.94674
H: -1.94580 -0.01982 -2.37811
H: -3.01774 -1.26469 -1.75580
H: -0.09350 -3.65502 -2.18060
H: 0.85289 -4.26962 -3.74607
H: 0.82654 -4.25021 -5.50025
H: -0.19054 -5.38357 -4.63227
H: -1.30527 -3.90137 -6.67840
C: 1.17695 0.91891 3.16594
N: 0.23104 0.27572 4.04610
C: 0.01781 0.90585 5.32699
C: -0.33164 -0.87154 3.70194
O: -0.13912 -1.47762 2.64502
H: 0.81663 1.90848 2.87978
H: 1.28543 0.29858 2.26878
H: 2.14554 1.01770 3.65689
H: -0.07196 1.98229 5.18795
H: 0.85550 0.72038 6.00256
H: -0.88931 0.52947 5.79191
H: -1.01372 -1.28344 4.45736
C: -0.34495 1.99316 -0.87742
C: -1.21742 1.62249 0.25730
N: -1.29303 0.40291 0.76411
C: -2.26223 0.44289 1.73183
C: -2.74879 1.70782 1.82622
N: -2.08437 2.45006 0.88598
C: -2.31855 3.85148 0.60084
N: -1.09733 4.58909 0.58760
N: -0.57204 5.03104 -0.57316
N: 0.53499 5.58597 -0.37439
C: 0.83916 5.54406 0.95407
C: 1.93666 6.01269 1.67260
C: 1.94542 5.76547 3.02509
C: 0.89780 5.08292 3.66047
C: -0.20783 4.62658 2.97287
C: -0.22660 4.87296 1.60628
H: 0.07932 1.07757 -1.29169
H: 0.47600 2.63869 -0.56977
H: -0.91154 2.51797 -1.64425
H: -2.55817 -0.43354 2.27240
H: -3.50300 2.12637 2.45964
H: -3.00366 4.24949 1.35890
H: -2.76558 3.96499 -0.39543
H: 2.72502 6.55074 1.17488
H: 2.77072 6.12221 3.62039
H: 0.96695 4.91962 4.72518
H: -1.02268 4.12496 3.47563

Atoms 1-2, force components in eV/Å:
0.3 0.2 1.5
0.3 -0.3 0.2

Output
HOMO level (spin up / spin down)	-13.37 / -13.37	eV
⟨S²⟩	8.75
energy above the lowest of the compared OMol25 structures with the same formula, charge and spin	13.3	kcal per mole
charge	+2
electronic energy	-86741.28948	eV
frontier orbital gap (spin up / spin down)	7.15 / 7.08	eV
E_LUMO (spin up / spin down)	-6.2210 / -6.2837	eV
multiplicity	6
max |F|	2.07	eV Å⁻¹
molar mass	656.60	g/mol